Computed, not measured: a 3-piece molecular cluster, C23H34BN4O10 overall at a distorted geometry, with wB97M-V/def2-TZVPD.

Summary:
* HOMO level: -10.6325 eV
* charge: +1
* 2S+1: 1

```
72
Properties=species:S:1:pos:R:3:forces:R:3:mulliken_charge:R:1
C 3.2019 4.3387 0.2362 1.147 0.062 -1.160 -0.564
O 1.8367 4.4537 0.6656 -0.027 -1.477 0.540 -0.476
B 1.3249 3.2144 1.1047 0.597 1.591 0.895 0.506
O 0.9664 3.0541 2.4393 0.794 -0.465 -1.357 -0.509
N 1.2452 2.1169 0.0630 -0.060 0.331 0.804 0.568
C 0.4279 2.3728 -1.1524 -0.621 0.259 -0.017 -1.476
C -0.5959 1.1953 -1.4957 1.669 1.024 -1.244 1.962
C -0.2478 0.7293 -2.9947 -0.818 -1.352 1.036 -1.634
O -1.8859 1.7651 -1.3727 0.542 -1.213 -0.098 -0.418
C -2.9378 0.7987 -1.5240 -1.638 -0.507 0.418 -0.290
C -3.3772 0.0915 -0.2049 -1.380 -0.671 1.937 0.715
C -2.5458 -0.7584 0.6461 -2.031 0.182 0.652 -0.159
C -3.0993 -1.4042 1.8485 -0.889 0.910 -1.009 -0.530
C -4.5074 -1.2515 2.2472 1.491 1.099 -2.131 -0.619
C -5.3317 -0.3849 1.4105 1.847 -0.451 -0.176 -0.537
C -4.7779 0.2583 0.2175 0.781 -0.727 1.505 -0.648
C 1.9532 1.0305 0.3017 1.382 -2.026 0.812 0.182
N 2.7653 0.7851 1.4405 -0.211 -2.142 -2.474 -0.363
C 3.2998 -0.4688 1.2072 -1.178 1.534 -0.441 -0.379
N 2.8596 -1.0193 0.0178 2.391 0.911 3.150 -0.270
C 3.1748 -2.3460 -0.5587 -0.975 -0.586 -0.729 -0.351
C 3.3988 -2.2860 -2.1241 0.049 0.509 0.475 -0.001
O 2.6793 -2.8822 -2.8750 0.447 0.331 0.452 -0.397
N 2.0604 -0.0653 -0.5202 -0.874 0.147 -1.180 0.308
H 3.8069 3.5905 0.8252 -0.731 0.645 -0.365 0.191
H 3.7506 5.3194 0.3032 -0.955 -0.849 0.184 0.303
H 3.2602 4.0396 -0.8527 -0.137 0.186 1.021 0.201
H 1.6882 2.6495 2.9596 -0.629 0.165 -0.150 0.354
H 1.1062 2.6370 -2.0024 -0.536 -0.422 0.620 0.243
H -0.1772 3.3007 -0.9404 0.587 -1.040 -0.183 0.463
H -0.4163 0.3205 -0.8195 -0.458 0.862 -0.260 -0.529
H 0.8010 0.9679 -3.2972 -0.988 0.096 0.084 0.410
H -1.0342 1.1149 -3.6870 0.963 -0.101 0.375 0.419
H -0.3360 -0.3983 -2.9969 0.037 1.055 -0.346 0.337
H -3.8361 1.3696 -1.8933 1.010 -0.573 0.372 0.265
H -2.7432 0.0046 -2.2914 0.256 0.788 0.489 0.195
H -1.4752 -0.9374 0.4004 -0.968 0.098 0.253 0.118
H -2.4000 -2.0282 2.4620 -0.853 0.625 -0.626 0.323
H -4.8961 -1.7847 3.1512 0.376 0.695 -1.018 0.372
H -6.4018 -0.2231 1.7027 1.165 -0.081 -0.477 0.445
H -5.4937 0.8917 -0.3606 1.057 -0.576 0.493 0.393
H 4.0103 -0.9606 1.9165 -0.741 0.224 -0.890 0.572
H 4.0864 -2.8040 -0.0840 -0.937 0.809 -0.127 0.330
H 2.2629 -2.9804 -0.3910 1.020 0.277 -0.171 0.303
H 4.2480 -1.6236 -2.4797 -0.566 -0.562 0.259 0.351
H 1.6569 -0.2940 -1.4301 -0.156 0.587 0.411 0.278
C -9.6512 -3.0459 -1.6271 -0.192 0.284 -0.326 -1.469
C -8.1539 -2.9484 -1.8099 -0.952 -0.360 0.131 0.467
C -7.3797 -2.9916 -0.5225 0.173 -0.415 0.312 -0.517
O -6.2103 -2.2399 -0.8453 -0.085 0.250 -0.440 -0.228
C -6.5568 -1.3747 -1.8329 0.107 0.223 -0.290 0.648
O -5.8748 -0.4695 -2.2097 -0.259 -0.421 -0.167 -0.501
O -7.7836 -1.6714 -2.3377 0.648 0.134 0.237 -0.346
H -10.0335 -2.1905 -1.0657 0.134 -0.075 0.093 0.361
H -10.1520 -3.0317 -2.5968 0.029 -0.102 0.060 0.360
H -9.9270 -3.9648 -1.1070 0.088 0.011 -0.037 0.373
H -7.8092 -3.7171 -2.5090 0.097 0.046 0.061 0.260
H -7.1162 -4.0074 -0.2286 0.176 0.126 -0.016 0.331
H -7.8907 -2.5014 0.3115 -0.103 0.015 -0.116 0.292
C 8.2776 2.0527 3.0441 -0.171 -0.021 0.448 -1.398
C 8.2199 0.6335 2.5278 0.404 0.985 0.224 0.454
C 7.8208 0.5280 1.0831 0.348 0.086 -0.454 -0.411
O 7.1964 -0.7575 1.0338 -0.380 -0.154 0.363 -0.304
C 6.7152 -1.0090 2.2801 0.095 -0.143 0.346 0.685
O 5.9724 -1.9087 2.5474 -0.076 0.329 -0.293 -0.591
O 7.1814 -0.1092 3.1788 -0.271 -0.605 -0.536 -0.319
H 7.2912 2.5214 3.0122 0.035 -0.061 -0.158 0.321
H 8.5938 2.0621 4.0885 0.078 0.015 -0.099 0.354
H 8.9772 2.6562 2.4637 0.004 -0.102 -0.004 0.381
H 9.1699 0.1251 2.7180 -0.085 -0.076 -0.076 0.258
H 8.6766 0.5675 0.4100 -0.116 -0.189 -0.023 0.322
H 7.0911 1.2828 0.7755 0.025 0.039 0.155 0.258
```
Positions in Å, forces in eV/Å.


Computed, not measured: a 11-piece molecular cluster, C23H34BrIN11O2 overall at a distorted geometry, with wB97M-V/def2-TZVPD.

Summary:
* HOMO level: -4.4464 eV
* charge: -1
* 2S+1: 1

```
72
Properties=species:S:1:pos:R:3:forces:R:3:mulliken_charge:R:1
C -3.9377 -1.2223 -1.4052 0.544 0.199 0.086 -1.299
C -3.7512 -0.5788 -2.8321 0.958 -1.245 0.787 0.489
I -5.3077 0.9362 -3.0645 0.002 0.426 0.628 0.008
N -3.8269 -1.6077 -3.8964 0.130 0.579 0.761 -0.540
Br -4.4087 -0.9326 -5.5401 0.344 -0.950 -0.184 -0.059
C -2.2812 0.0333 -2.8835 3.184 1.620 2.228 0.288
O -1.7982 0.4284 -3.9640 -1.411 -0.554 -0.214 -0.670
O -1.5721 0.1318 -1.7529 -5.289 -2.317 -6.091 -0.590
H -3.0210 -1.8382 -1.1600 -1.029 0.582 -0.441 0.327
H -4.8747 -1.8276 -1.2866 0.670 0.641 -0.278 0.364
H -3.9064 -0.3669 -0.6698 -0.150 -1.020 -0.775 0.301
H -4.3641 -2.4278 -3.6125 -0.368 0.598 -0.334 0.317
C -0.3277 2.6695 -5.4087 -0.172 0.391 -0.594 -0.816
C -0.9139 3.5779 -6.4262 0.280 -0.336 0.395 0.410
N -1.3657 4.2794 -7.2200 0.164 -0.179 0.124 -0.443
H -0.5041 3.0702 -4.4114 -0.111 -0.141 -0.051 0.294
H -0.7858 1.6820 -5.4819 -0.108 0.073 0.245 0.281
H 0.7468 2.5768 -5.5726 -0.049 0.068 -0.060 0.296
C 0.0263 1.0650 2.3884 -0.316 -0.071 -0.749 -0.854
C -0.3144 0.8780 0.9517 -0.074 -0.027 0.205 0.519
N -0.5846 0.7318 -0.1690 2.909 1.693 4.227 -0.285
H -0.8258 0.7934 3.0115 0.131 -0.011 0.044 0.279
H 0.8735 0.4331 2.6542 -0.076 0.038 0.063 0.038
H 0.2896 2.1070 2.5730 -0.020 -0.050 -0.014 0.294
C 1.3927 -2.9138 3.0561 -0.429 0.328 0.468 -0.655
C 0.6626 -2.0352 4.0102 -1.663 1.986 2.302 0.465
N 0.0786 -1.3381 4.7743 2.229 -2.635 -2.793 -0.533
H 0.7251 -3.7027 2.7095 -0.014 0.090 0.013 0.321
H 1.7318 -2.3304 2.2005 -0.087 -0.001 0.051 0.163
H 2.2576 -3.3627 3.5445 -0.054 0.107 0.049 0.255
C -3.0718 6.8374 -8.3608 -0.689 0.293 0.019 -0.592
C -4.4121 7.4703 -8.4490 0.516 -0.191 0.003 0.292
N -5.4497 7.9608 -8.5171 0.208 -0.079 -0.004 -0.390
H -2.7864 6.4374 -9.3331 -0.042 -0.013 0.076 0.249
H -2.3337 7.5760 -8.0492 -0.067 -0.031 -0.001 0.257
H -3.0896 6.0256 -7.6353 0.053 0.026 -0.096 0.189
C 4.1366 -0.2803 1.3040 -0.001 -0.401 0.551 -0.575
C 4.3212 -1.1267 2.5101 0.221 -0.449 0.703 0.512
N 4.4864 -1.7836 3.4548 -0.217 0.976 -1.354 -0.507
H 4.0470 -0.9101 0.4187 -0.031 0.016 0.065 0.306
H 3.2322 0.3200 1.4077 0.044 -0.043 -0.019 0.131
H 5.0005 0.3723 1.1836 -0.190 -0.022 0.009 0.084
C 2.8240 -2.3695 7.6270 0.057 -0.305 -0.200 -0.312
C 3.1878 -3.6384 6.9743 -0.027 0.220 0.046 0.333
N 3.4710 -4.6299 6.4657 -0.092 0.165 0.126 -0.450
H 2.2009 -2.5686 8.4980 0.037 0.067 -0.052 -0.030
H 3.7240 -1.8448 7.9467 -0.038 -0.051 -0.032 0.265
H 2.2708 -1.7411 6.9281 0.014 -0.055 0.018 0.181
C 1.2163 1.8124 -9.4996 0.348 -0.161 0.586 -0.680
C 2.0700 1.4575 -8.3332 0.047 -0.037 0.037 0.327
N 2.7387 1.1771 -7.4339 -0.545 0.275 -0.788 -0.395
H 1.0506 0.9309 -10.1186 0.036 0.019 0.083 0.263
H 0.2539 2.1917 -9.1546 0.076 -0.009 0.046 0.233
H 1.7075 2.5800 -10.0972 0.003 -0.036 0.077 0.252
C 8.2093 -0.4875 1.8978 -0.314 0.385 -0.335 -0.789
C 7.5172 0.4975 1.0304 -0.110 0.527 -0.456 0.444
N 6.9908 1.2733 0.3474 0.721 -1.010 0.917 -0.457
H 7.9493 -1.4998 1.5889 -0.021 0.073 0.012 0.268
H 9.2883 -0.3563 1.8183 -0.075 0.036 -0.039 0.326
H 7.9076 -0.3435 2.9351 -0.029 -0.005 -0.075 0.272
C 0.5805 -4.4765 11.4496 0.135 0.566 -0.155 -0.736
C 0.9216 -3.0831 11.0714 -0.145 -0.535 0.164 0.343
N 1.1860 -2.0043 10.7771 -0.035 -0.229 0.067 -0.402
H 0.7372 -4.6186 12.5186 0.004 0.049 -0.063 0.271
H -0.4635 -4.6792 11.2121 0.063 0.050 -0.007 0.257
H 1.2128 -5.1741 10.9007 -0.023 0.073 0.007 0.274
C -7.0205 -0.9573 1.7417 -0.155 -0.075 -0.593 -0.767
C -7.4298 -1.1893 0.3352 0.194 0.109 0.554 0.332
N -7.7410 -1.3686 -0.7555 -0.051 -0.057 0.197 -0.363
H -7.8425 -1.2066 2.4126 0.027 0.004 -0.067 0.317
H -6.1603 -1.5808 1.9843 -0.033 0.043 -0.063 0.256
H -6.7517 0.0897 1.8806 0.003 -0.060 -0.060 0.249
```
Positions in Å, forces in eV/Å.


Computed, not measured: C23H34BrN3O2ReS2 as an isolated structure at a distorted geometry, with wB97M-V/def2-TZVPD.

Summary:
* HOMO level (alpha / beta): -14.2059 / -13.8546 eV
* charge: +2
* 2S+1: 2

```
66
Properties=species:S:1:pos:R:3:forces:R:3:mulliken_charge:R:1
Re 0.1845 -1.0218 0.0040 -2.282 1.569 -0.267 0.773
C 1.6999 1.9117 1.8508 -0.159 -0.343 0.394 -0.944
S 1.7143 0.3861 2.8493 0.744 1.382 -0.028 0.572
C 3.4897 0.4116 3.2380 -0.483 -0.116 -0.072 -1.211
O 1.5936 -0.7168 1.8125 -0.403 -1.096 -2.041 -0.696
H 2.0655 2.7233 2.4671 0.075 0.195 0.133 0.557
H 0.6847 2.1286 1.5324 -0.112 -0.069 0.106 0.246
H 2.3351 1.7714 0.9813 0.186 -0.157 -0.002 0.233
H 3.6524 1.1979 3.9680 -0.013 0.124 0.119 0.475
H 4.0623 0.6022 2.3361 -0.015 -0.007 -0.131 0.353
H 3.7633 -0.5471 3.6715 -0.115 -0.047 0.017 0.388
Br 2.6536 -7.0173 -1.5507 -0.053 0.440 -0.006 -0.051
C 2.1089 -5.2307 -1.3344 -0.116 0.122 0.081 0.037
C 1.0465 -4.7157 -2.0778 0.229 -0.107 0.136 -0.746
C 0.6079 -3.4379 -1.8101 -0.157 0.052 -0.196 -0.085
N 1.1717 -2.6461 -0.8804 0.735 -0.146 0.221 0.215
C 2.2448 -3.1178 -0.2229 0.355 -0.281 0.045 -0.455
C 2.7329 -4.3944 -0.4090 -0.033 -0.255 -0.220 -0.619
H 0.5731 -5.3057 -2.8473 -0.092 -0.009 -0.001 0.495
H -0.2309 -3.0218 -2.3576 0.070 0.008 0.069 0.505
H 2.7265 -2.4457 0.4820 -0.154 -0.067 -0.074 0.559
H 3.5906 -4.7415 0.1448 0.044 0.031 0.101 0.483
C -0.8491 -2.1055 4.9759 -0.152 0.041 0.123 -0.459
C -2.0783 -1.3307 5.4420 0.183 0.044 -0.274 -0.511
C -2.6198 -0.3820 4.3717 0.227 0.295 0.767 -0.819
N -2.9993 -1.1042 3.1800 -0.057 -0.306 -0.670 -0.038
C -2.4876 -0.9632 1.9789 -0.122 0.230 0.369 0.421
S -1.3678 0.2590 1.5775 0.636 0.018 -0.464 -0.403
N -2.8380 -1.8822 1.0082 -0.100 -0.169 -0.615 -0.176
C -2.2239 -3.1802 1.2243 -0.168 0.653 -0.061 0.208
O -1.1122 -3.3290 0.7493 0.154 -0.112 -0.278 -0.542
C -2.9993 -4.0817 2.0415 -0.274 -0.606 0.312 0.592
C -4.3388 -3.7713 2.3512 0.209 -0.223 -0.219 -0.443
C -5.0570 -4.5840 3.2054 0.014 0.011 0.092 -0.697
C -4.4575 -5.7156 3.7515 0.014 0.077 -0.153 -0.486
C -3.1600 -6.0670 3.3953 -0.002 -0.031 0.004 -0.627
C -2.4283 -5.2602 2.5451 -0.050 0.262 -0.063 -0.594
H -0.4299 -2.6516 5.8170 0.099 -0.106 -0.030 0.437
H -0.0829 -1.4321 4.5911 0.055 0.045 -0.020 -0.047
H -1.0957 -2.8275 4.1968 0.014 -0.062 -0.059 0.043
H -1.8107 -0.7233 6.3054 -0.118 0.034 0.074 0.363
H -2.8559 -2.0256 5.7626 -0.085 0.014 0.053 0.356
H -1.8574 0.3463 4.0978 -0.102 0.004 0.019 0.388
H -3.4943 0.1537 4.7498 0.061 0.012 -0.123 0.307
H -3.6620 -1.8643 3.3203 0.060 0.144 -0.161 0.318
H -2.5939 -1.5469 0.0684 -0.009 -0.035 0.562 0.369
H -4.8100 -2.9269 1.8664 -0.066 0.021 0.057 0.618
H -6.0841 -4.3430 3.4413 -0.018 -0.022 0.002 0.458
H -5.0164 -6.3377 4.4347 -0.032 -0.072 0.021 0.453
H -2.7244 -6.9777 3.7785 0.039 -0.017 0.062 0.449
H -1.4166 -5.5204 2.2723 0.101 0.004 -0.006 0.494
C 2.0363 0.2684 -2.3653 -0.329 0.046 -0.156 -1.539
C 0.5587 0.5707 -2.6487 0.560 0.131 -0.269 2.742
C 0.1800 0.0091 -4.0326 0.016 0.010 0.310 -1.678
C 0.3216 2.0926 -2.6558 0.030 -0.285 0.081 -1.761
C -0.3387 -0.0334 -1.6261 0.787 -1.103 1.957 -0.997
H 2.6611 0.8363 -3.0490 0.142 0.058 -0.016 0.531
H 2.2471 -0.7892 -2.5162 0.077 -0.042 0.060 0.331
H 2.3012 0.5489 -1.3430 0.112 0.025 0.079 0.132
H 0.9041 0.3592 -4.7652 0.030 -0.006 -0.081 0.450
H -0.8061 0.3462 -4.3376 -0.153 0.002 -0.048 0.435
H 0.1938 -1.0777 -4.0172 0.039 -0.159 -0.143 0.294
H 0.9729 2.5541 -3.3933 0.086 0.071 -0.048 0.460
H 0.5338 2.5160 -1.6787 0.078 0.171 0.135 0.312
H -0.7043 2.3300 -2.9194 -0.178 0.040 -0.012 0.445
H -1.3783 0.2539 -1.8510 -0.059 -0.327 0.447 0.329
```
Positions in Å, forces in eV/Å.